DFT (ωB97M-V with the def2-TZVPD basis set) results for 2 unconnected molecules or ions with the total composition C4H12N3.

The geometry in XYZ format:
```
19
Properties=species:S:1:pos:R:3:forces:R:3
C -1.921 -0.820 1.467 0.2 0.2 0.2
C 0.012 -2.132 1.522 0.4 -0.1 0.3
N -0.474 -0.977 1.654 -0.5 0.1 -0.6
H -2.474 -1.742 1.627 0.0 -0.1 0.0
H -2.091 -0.464 0.449 -0.1 0.0 0.0
H -2.285 -0.053 2.147 0.0 -0.1 0.1
H 1.087 -2.261 1.611 0.0 0.0 0.0
H -0.580 -3.029 1.347 -0.2 0.0 0.1
C 1.218 0.896 -0.716 0.1 -0.4 -0.1
C 0.593 1.233 -1.843 -0.1 0.1 -0.2
N 0.970 0.845 -3.093 -0.2 0.0 0.1
N 0.691 1.264 0.593 -0.4 0.3 0.0
H 2.072 0.241 -0.691 0.1 0.0 0.1
H -0.271 1.890 -1.808 0.0 0.1 0.0
H 0.346 1.053 -3.852 0.0 0.0 0.0
H 1.495 -0.007 -3.197 0.1 0.1 0.0
H 1.409 1.647 1.209 0.1 -0.1 0.0
H 0.216 0.420 1.075 0.4 0.0 0.3
H -0.014 1.997 0.500 0.0 0.0 0.0
```
Forces are in eV/Å.

Calculated values
Charge: +1
Electronic energy (eV): -8805.570

Results of the natural (NBO) charge analysis, in e, for atoms 1 through 8:
1. C -0.45
2. C 0.02
3. N -0.47
4. H 0.21
5. H 0.21
6. H 0.22
7. H 0.19
8. H 0.18